The following is a DFT calculation (ωB97M-V with the def2-TZVPD basis set) of C32H29BrIrN3O3S as an isolated structure.

Summary:
HOMO energy (alpha / beta)   -2.70 / -4.20 eV
Total charge   -1
Strongest force on any atom   0.83 eV Å⁻¹
Kohn-Sham gap (alpha / beta)   5.0 / 6.2 eV
2S+1   6
Energy   -127977.816 eV
LUMO level (alpha / beta)   2.301 / 2.004 eV

Cartesian coordinates (Å):
1 Ir 0.231 0.035 0.270
2 C 4.643 -0.249 0.441
3 C 4.259 1.144 0.841
4 C 5.217 2.087 1.177
5 C 4.871 3.390 1.543
6 C 3.533 3.723 1.597
7 C 2.513 2.797 1.295
8 C 1.162 3.134 1.490
9 C 2.877 1.485 0.828
10 N 1.982 0.590 0.433
11 H 5.712 -0.412 0.585
12 H 4.392 -0.442 -0.603
13 H 4.085 -0.988 1.017
14 H 6.263 1.800 1.147
15 H 5.635 4.116 1.785
16 H 3.232 4.716 1.913
17 H 0.903 4.119 1.850
18 H 0.389 2.377 1.441
19 H 0.148 3.105 -0.577
20 Br -5.300 0.319 -2.846
21 C -3.530 -0.262 -3.234
22 C -3.311 -0.599 -4.563
23 C -2.061 -1.023 -4.982
24 C -1.031 -1.104 -4.058
25 C -1.273 -0.770 -2.737
26 C -2.521 -0.342 -2.289
27 C -2.743 -0.024 -0.824
28 O -3.834 0.391 -0.474
29 O -1.771 -0.260 -0.019
30 H -4.129 -0.521 -5.264
31 H -1.901 -1.285 -6.020
32 H -0.042 -1.427 -4.357
33 H -0.462 -0.848 -2.015
34 N -0.279 -0.795 2.387
35 S 0.180 -1.476 3.738
36 C 1.380 -0.379 4.517
37 C 2.049 0.480 3.662
38 C 3.049 1.299 4.177
39 C 3.366 1.237 5.524
40 C 2.695 0.355 6.368
41 C 1.699 -0.466 5.866
42 C -1.159 -1.337 4.908
43 C -1.817 -2.495 5.288
44 C -2.960 -2.401 6.072
45 C -3.434 -1.155 6.453
46 C -2.767 0.003 6.065
47 C -1.626 -0.083 5.288
48 H -1.102 -0.215 2.544
49 H 1.778 0.514 2.612
50 H 3.560 1.985 3.513
51 H 4.137 1.881 5.925
52 H 2.948 0.311 7.418
53 H 1.171 -1.149 6.518
54 H -1.442 -3.458 4.971
55 H -3.482 -3.299 6.373
56 H -4.336 -1.081 7.047
57 H -3.141 0.973 6.362
58 H -1.097 0.809 4.976
59 O -0.334 2.489 -1.167
60 N -0.837 3.284 -2.252
61 C -0.246 2.983 -3.480
62 C -0.972 3.010 -4.628
63 C -2.355 3.282 -4.610
64 C -2.959 3.473 -3.352
65 C -2.225 3.446 -2.210
66 H 0.804 2.745 -3.427
67 H -0.461 2.800 -5.558
68 H -2.940 3.276 -5.516
69 H -4.029 3.615 -3.266
70 H -2.643 3.536 -1.221

=====

The following is a DFT calculation (ωB97M-V with the def2-TZVPD basis set) of C32H29ClGaN5 as an isolated structure.

Summary:
Energy above the lowest of the compared OMol25 structures with the same formula, charge and spin   303.8 kJ/mol
HOMO energy   -13.45 eV
Total charge   +2
Strongest force on any atom   0.50 eV Å⁻¹
Kohn-Sham gap   6.6 eV
2S+1   1
Energy   -105990.767 eV
LUMO level   -6.895 eV

Cartesian coordinates (Å):
1 Ga -0.350 0.039 -0.645
2 C -3.255 -3.133 -0.241
3 C -2.034 -2.450 -0.234
4 N -1.953 -1.185 -0.618
5 C -3.076 -0.529 -1.001
6 C -4.330 -1.125 -1.034
7 C -4.395 -2.479 -0.641
8 C -5.462 -0.336 -1.442
9 C -5.318 0.968 -1.769
10 C -4.029 1.606 -1.721
11 C -3.803 2.966 -2.014
12 C -2.534 3.488 -1.921
13 C -1.479 2.659 -1.535
14 N -1.673 1.376 -1.260
15 C -2.923 0.853 -1.346
16 H -3.284 -4.166 0.075
17 H -1.114 -2.922 0.089
18 H -5.347 -2.993 -0.648
19 H -6.436 -0.805 -1.474
20 H -6.175 1.557 -2.068
21 H -4.633 3.596 -2.308
22 H -2.338 4.528 -2.135
23 H -0.465 3.029 -1.443
24 C 3.508 -2.465 1.992
25 C 1.989 -2.646 1.956
26 C 1.268 -1.567 2.722
27 C 1.174 -1.672 4.107
28 C 0.560 -0.687 4.858
29 C 0.027 0.423 4.225
30 C 0.107 0.570 2.845
31 C -0.539 1.780 2.217
32 C -2.041 1.563 2.020
33 C 0.731 -0.437 2.095
34 N 0.867 -0.324 0.669
35 C 2.114 0.173 0.163
36 C 2.078 0.055 -1.957
37 C 2.672 0.207 -3.309
38 C 1.834 -0.319 -4.212
39 C 0.631 -0.708 -3.493
40 N 0.739 -0.505 -2.224
41 H 4.015 -3.235 1.411
42 H 3.877 -2.517 3.016
43 H 3.806 -1.490 1.598
44 H 1.735 -3.615 2.391
45 H 1.639 -2.664 0.921
46 H 1.592 -2.544 4.596
47 H 0.501 -0.780 5.934
48 H -0.447 1.201 4.811
49 H -0.044 2.043 1.275
50 H -0.393 2.642 2.871
51 H -2.247 0.654 1.443
52 H -2.522 2.411 1.529
53 H -2.524 1.415 2.985
54 H 2.742 0.590 0.950
55 H 3.663 0.592 -3.489
56 H 1.986 -0.435 -5.273
57 H -0.280 -1.097 -3.931
58 Cl 5.358 -1.765 -1.019
59 C 4.318 -0.396 -0.914
60 C 4.831 0.838 -0.905
61 C 4.078 2.097 -0.943
62 C 2.758 2.262 -1.015
63 N 1.820 1.165 -0.970
64 C 2.852 -0.731 -0.860
65 H 5.908 0.932 -0.925
66 H 4.678 2.998 -0.947
67 H 2.317 3.247 -1.076
68 H 2.669 -1.800 -0.803

=====

The following is a DFT calculation (ωB97M-V with the def2-TZVPD basis set) of C32H29F9N3O6PRuS3 as an isolated structure.

Summary:
Energy above the lowest of the compared OMol25 structures with the same formula, charge and spin   25.5 kJ/mol
HOMO energy (alpha / beta)   -7.38 / -8.25 eV
Strongest force on any atom   0.39 eV Å⁻¹
Kohn-Sham gap (alpha / beta)   7.6 / 7.8 eV
2S+1   5
Energy   -119242.883 eV
LUMO level (alpha / beta)   0.226 / -0.434 eV

Cartesian coordinates (Å):
1 Ru 0.500 -0.311 0.536
2 O 2.347 -0.845 -1.946
3 N 2.268 0.064 -0.935
4 C 3.130 0.995 -0.997
5 C 3.214 2.088 -0.011
6 C 4.495 2.508 0.332
7 C 4.698 3.506 1.271
8 C 3.603 4.112 1.865
9 C 2.319 3.728 1.505
10 C 2.103 2.724 0.567
11 P 0.404 2.219 0.104
12 C -0.639 3.467 0.929
13 C -0.909 3.282 2.287
14 C -1.612 4.248 2.995
15 C -2.069 5.391 2.349
16 C -1.840 5.554 0.990
17 C -1.125 4.598 0.281
18 C 0.348 2.669 -1.663
19 C 1.109 3.702 -2.205
20 C 1.005 4.009 -3.554
21 C 0.142 3.290 -4.368
22 C -0.615 2.258 -3.834
23 C -0.511 1.942 -2.487
24 H 1.753 -1.578 -1.612
25 H 3.868 0.958 -1.796
26 H 5.345 2.028 -0.138
27 H 5.702 3.807 1.536
28 H 3.741 4.891 2.603
29 H 1.474 4.224 1.962
30 H -0.553 2.396 2.797
31 H -1.797 4.105 4.053
32 H -2.610 6.148 2.903
33 H -2.203 6.437 0.480
34 H -0.943 4.740 -0.777
35 H 1.785 4.269 -1.576
36 H 1.599 4.813 -3.970
37 H 0.063 3.533 -5.420
38 H -1.287 1.691 -4.465
39 H -1.091 1.129 -2.071
40 F -0.758 -3.830 1.111
41 C 0.525 -4.198 1.062
42 F 0.556 -5.542 1.093
43 F 1.115 -3.765 2.181
44 C 1.222 -3.614 -0.212
45 O 0.814 -2.364 -0.498
46 C 2.766 -3.652 0.027
47 F 3.422 -3.538 -1.138
48 F 3.188 -4.778 0.619
49 F 3.141 -2.623 0.795
50 C 0.878 -4.541 -1.424
51 F 1.535 -5.706 -1.418
52 F 1.157 -3.922 -2.576
53 F -0.440 -4.818 -1.441
54 C 0.252 -1.196 4.952
55 S -0.110 -0.248 3.512
56 O -1.451 0.293 3.662
57 O -0.045 -1.252 2.401
58 O 0.942 0.749 3.330
59 H -0.500 -1.975 5.045
60 H 0.218 -0.525 5.806
61 H 1.243 -1.628 4.832
62 O -1.402 -0.397 -0.555
63 N -2.214 -1.381 -0.215
64 C -2.852 -1.326 0.965
65 C -3.735 -2.326 1.312
66 C -3.961 -3.377 0.437
67 C -3.285 -3.403 -0.773
68 C -2.405 -2.391 -1.078
69 H -2.617 -0.479 1.593
70 H -4.228 -2.266 2.270
71 H -4.648 -4.170 0.698
72 H -3.417 -4.210 -1.479
73 H -1.813 -2.332 -1.978
74 S -3.665 1.669 -0.772
75 C -4.724 2.706 -0.065
76 N -4.547 3.302 1.128
77 C -5.404 4.435 1.427
78 C -6.721 4.125 0.729
79 S -6.233 3.243 -0.786
80 H -3.635 3.214 1.557
81 H -4.965 5.360 1.037
82 H -5.536 4.537 2.504
83 H -7.276 5.024 0.474
84 H -7.347 3.470 1.333

=====

Please write out number 1 again, unchanged.
The following is a DFT calculation (ωB97M-V with the def2-TZVPD basis set) of C32H29BrIrN3O3S as an isolated structure.

Summary:
HOMO energy (alpha / beta)   -2.70 / -4.20 eV
Total charge   -1
Strongest force on any atom   0.83 eV Å⁻¹
Kohn-Sham gap (alpha / beta)   5.0 / 6.2 eV
2S+1   6
Energy   -127977.816 eV
LUMO level (alpha / beta)   2.301 / 2.004 eV

Cartesian coordinates (Å):
1 Ir 0.231 0.035 0.270
2 C 4.643 -0.249 0.441
3 C 4.259 1.144 0.841
4 C 5.217 2.087 1.177
5 C 4.871 3.390 1.543
6 C 3.533 3.723 1.597
7 C 2.513 2.797 1.295
8 C 1.162 3.134 1.490
9 C 2.877 1.485 0.828
10 N 1.982 0.590 0.433
11 H 5.712 -0.412 0.585
12 H 4.392 -0.442 -0.603
13 H 4.085 -0.988 1.017
14 H 6.263 1.800 1.147
15 H 5.635 4.116 1.785
16 H 3.232 4.716 1.913
17 H 0.903 4.119 1.850
18 H 0.389 2.377 1.441
19 H 0.148 3.105 -0.577
20 Br -5.300 0.319 -2.846
21 C -3.530 -0.262 -3.234
22 C -3.311 -0.599 -4.563
23 C -2.061 -1.023 -4.982
24 C -1.031 -1.104 -4.058
25 C -1.273 -0.770 -2.737
26 C -2.521 -0.342 -2.289
27 C -2.743 -0.024 -0.824
28 O -3.834 0.391 -0.474
29 O -1.771 -0.260 -0.019
30 H -4.129 -0.521 -5.264
31 H -1.901 -1.285 -6.020
32 H -0.042 -1.427 -4.357
33 H -0.462 -0.848 -2.015
34 N -0.279 -0.795 2.387
35 S 0.180 -1.476 3.738
36 C 1.380 -0.379 4.517
37 C 2.049 0.480 3.662
38 C 3.049 1.299 4.177
39 C 3.366 1.237 5.524
40 C 2.695 0.355 6.368
41 C 1.699 -0.466 5.866
42 C -1.159 -1.337 4.908
43 C -1.817 -2.495 5.288
44 C -2.960 -2.401 6.072
45 C -3.434 -1.155 6.453
46 C -2.767 0.003 6.065
47 C -1.626 -0.083 5.288
48 H -1.102 -0.215 2.544
49 H 1.778 0.514 2.612
50 H 3.560 1.985 3.513
51 H 4.137 1.881 5.925
52 H 2.948 0.311 7.418
53 H 1.171 -1.149 6.518
54 H -1.442 -3.458 4.971
55 H -3.482 -3.299 6.373
56 H -4.336 -1.081 7.047
57 H -3.141 0.973 6.362
58 H -1.097 0.809 4.976
59 O -0.334 2.489 -1.167
60 N -0.837 3.284 -2.252
61 C -0.246 2.983 -3.480
62 C -0.972 3.010 -4.628
63 C -2.355 3.282 -4.610
64 C -2.959 3.473 -3.352
65 C -2.225 3.446 -2.210
66 H 0.804 2.745 -3.427
67 H -0.461 2.800 -5.558
68 H -2.940 3.276 -5.516
69 H -4.029 3.615 -3.266
70 H -2.643 3.536 -1.221